Entry 1:
144
Properties=species:S:1:pos:R:3:forces:R:3:lowdin_charge:R:1 method="wB97M-V/def2-TZVPD" e_tot_ha=-4439.6928 multiplicity=1 gap_ev=8.4
H -6.434070 -6.275484 0.567001 -0.1 0.0 0.0 0.03
N -6.115240 -7.151445 0.989554 0.0 0.0 0.1 0.12
C -4.872767 -7.082549 1.212845 0.0 0.0 -0.2 -0.26
C -4.007107 -5.885453 0.898010 -0.2 -0.2 0.1 -0.17
C -4.314546 -4.761767 1.889953 -0.2 -1.0 0.3 -0.45
O -3.571122 -3.586582 1.612964 -0.1 0.0 0.0 -0.10
C -4.201093 -2.550024 0.919874 -0.1 0.7 -1.3 -0.45
C -4.599762 -2.893219 -0.537256 0.2 -0.1 0.6 -0.03
C -5.986375 -3.439737 -0.711010 0.1 0.0 0.0 -0.25
O -6.606633 -3.215122 -1.710551 -0.5 0.1 -0.8 0.07
N -5.376540 -2.062471 1.586811 0.3 -0.6 0.5 0.04
C -5.200857 -1.604700 2.965608 -0.4 0.8 0.0 -0.22
C -5.423514 -0.089705 3.136317 0.0 -0.1 -0.2 -0.06
C -3.104453 -1.451547 0.812618 -0.5 -0.5 0.8 -0.29
F -3.713817 -0.318490 0.323246 0.0 0.2 -0.3 0.06
O -2.119217 -1.885298 -0.051624 0.2 0.1 0.1 0.00
C -0.780203 -1.465354 0.128264 0.0 0.1 -0.6 -0.43
C -0.098161 -1.751571 -1.219596 0.4 -0.7 0.1 -0.09
C 1.381463 -2.170211 -1.262614 -0.4 0.5 -0.4 -0.08
C 2.433170 -1.152212 -0.915667 -0.4 -0.1 0.0 -0.47
O 3.475048 -1.504739 -0.461653 0.9 -0.2 0.6 0.13
N 2.146572 0.223130 -1.208239 0.5 0.1 0.2 0.11
C 2.871448 1.177715 -0.423417 0.5 0.5 -0.1 -0.25
C 3.015284 1.062448 0.957689 -0.1 0.0 0.2 -0.03
C 3.677039 2.036534 1.707859 -0.3 0.1 -0.9 -0.06
C 4.210809 3.162082 1.074263 -0.3 -0.7 0.1 -0.08
C 4.092717 3.264439 -0.308812 -0.2 0.0 0.2 -0.08
C 3.433011 2.289372 -1.060454 0.1 0.1 0.6 -0.03
C -0.579576 -0.034293 0.601631 0.0 0.2 -0.1 -0.08
C -0.951797 1.066277 -0.399950 -0.2 0.6 0.4 -0.36
C -1.590457 2.243302 0.305983 0.4 0.1 -0.3 -0.02
F -1.819906 0.626962 -1.394822 -0.1 -0.2 -0.1 -0.01
S -0.073547 -2.472214 1.507998 0.4 0.6 1.5 0.83
O -0.929935 -2.400918 2.655426 -0.6 -0.1 -0.4 -0.25
O 1.284778 -2.076059 1.754730 0.3 -0.3 -0.8 -0.25
C -0.093684 -4.287289 0.995307 -0.4 0.1 0.3 -0.65
F -0.702713 -4.458126 -0.174346 0.1 -0.1 -0.2 0.16
F 1.136387 -4.757091 0.940225 0.3 0.0 -0.2 0.17
F -0.761436 -4.957250 1.920546 0.0 -0.1 0.0 0.15
P -3.903297 -5.214923 3.670780 0.6 1.1 0.4 1.09
C -2.971272 -6.811000 3.744578 0.3 0.0 0.5 -0.41
C -1.644808 -6.594853 4.518655 0.1 -0.4 -0.7 -0.17
C -5.489470 -5.355330 4.624627 0.3 0.0 0.1 -0.39
C -5.644506 -4.149112 5.579373 0.2 0.1 -0.4 -0.18
H -4.389830 -7.955087 1.641313 0.0 -0.1 0.1 0.10
H -2.955592 -6.151372 0.950764 0.2 0.0 -0.1 0.09
H -4.238798 -5.598417 -0.126631 0.1 0.2 -0.1 0.11
H -5.393840 -4.611629 1.869282 -0.1 0.5 0.0 0.10
H -4.552072 -2.006028 -1.160707 0.0 0.2 -0.1 0.13
H -3.846057 -3.571732 -0.927190 0.0 -0.2 -0.1 0.13
H -6.481139 -4.021794 0.076673 0.3 -0.2 0.3 0.11
H -5.875540 -1.396867 1.018082 0.0 0.1 -0.1 0.12
H -5.919121 -2.108448 3.606443 0.0 -0.3 0.0 0.09
H -4.207042 -1.855161 3.322218 0.1 -0.3 0.0 0.11
H -6.102174 0.113287 3.957870 0.1 0.1 0.2 0.07
H -5.886177 0.342424 2.251655 -0.1 0.0 -0.1 0.07
H -4.495967 0.452950 3.294482 0.1 0.1 0.1 0.07
H -2.748492 -1.206167 1.809169 0.3 0.0 0.0 0.14
H -0.244091 -0.916647 -1.892426 -0.1 0.2 0.1 0.12
H -0.655982 -2.583778 -1.637741 -0.1 0.0 -0.1 0.12
H 1.576072 -2.414341 -2.310796 0.0 -0.1 -0.1 0.14
H 1.628583 -3.065218 -0.707650 0.0 -0.1 0.1 0.10
H 2.433659 0.376238 -2.171977 -0.6 0.0 -0.2 0.14
H 2.618408 0.195605 1.468859 0.0 -0.1 0.0 0.10
H 3.741200 1.907457 2.775359 0.1 0.0 0.2 0.10
H 4.693368 3.912386 1.679948 0.1 0.2 -0.1 0.09
H 4.507284 4.133675 -0.798035 0.0 0.0 -0.2 0.10
H 3.367281 2.415660 -2.132538 -0.1 -0.1 -0.1 0.11
H 0.476882 0.082761 0.817193 0.2 0.0 0.0 0.10
H -1.075197 0.168304 1.546925 -0.3 -0.2 0.1 0.13
H -0.069543 1.449221 -0.901044 0.3 -0.3 -0.2 0.13
H -0.867596 2.661783 1.003889 0.0 -0.1 0.3 0.09
H -2.508242 1.963786 0.811275 -0.1 0.0 0.1 0.08
H -1.762898 3.018575 -0.434328 -0.3 0.1 0.0 0.09
H -2.707139 -7.212952 2.772791 -0.2 0.0 -0.2 0.04
H -3.527311 -7.572535 4.285457 -0.4 -0.1 -0.2 0.07
H -1.292906 -5.574050 4.427744 0.0 0.2 0.3 0.04
H -0.880386 -7.221209 4.058576 0.1 -0.1 0.1 0.06
H -1.718838 -6.916191 5.551314 -0.1 0.3 0.2 0.06
H -5.367152 -6.232957 5.253304 -0.2 -0.4 -0.2 0.06
H -6.365495 -5.472485 3.994502 -0.1 -0.2 -0.1 0.07
H -6.595455 -3.641059 5.449134 -0.2 -0.1 0.2 0.06
H -5.507579 -4.447589 6.612391 -0.2 -0.1 0.2 0.06
H -4.868303 -3.414776 5.383237 0.1 0.1 0.0 0.03
C 1.763369 7.052078 5.937339 0.1 0.1 -0.2 -0.06
C 2.852346 6.007123 6.049456 -0.3 0.0 0.3 -0.21
O 3.517112 5.801756 4.793779 0.1 -0.1 0.0 0.03
C 4.440780 6.709694 4.483248 -0.1 0.0 0.0 -0.61
O 4.770900 7.649515 5.157399 0.0 0.0 0.0 0.13
O 4.941481 6.394334 3.288146 0.0 -0.1 0.0 -0.01
C 5.915138 7.315803 2.791895 0.2 0.0 -0.2 -0.03
H 1.072795 6.796834 5.132707 0.0 -0.1 0.1 0.08
H 1.206675 7.120765 6.871684 0.0 0.0 0.0 0.08
H 2.185127 8.031508 5.714517 0.0 0.0 0.1 0.08
H 2.424539 5.040988 6.310434 0.1 -0.1 -0.1 0.12
H 3.579184 6.267789 6.817707 0.1 0.1 -0.1 0.12
H 6.706497 7.479946 3.519497 -0.1 0.0 0.1 0.10
H 5.441743 8.261155 2.531508 0.0 0.0 0.1 0.10
H 6.339331 6.869067 1.896536 -0.1 -0.1 0.0 0.09
C -7.902635 -1.894755 -4.706393 -0.2 0.1 -0.2 -0.06
C -6.814905 -0.917510 -4.321740 0.0 -0.4 0.2 -0.21
O -6.710016 0.161889 -5.267343 0.1 0.0 0.0 0.04
C -7.604830 1.134103 -5.126103 0.1 0.0 0.0 -0.61
O -8.458713 1.203642 -4.280653 0.0 0.0 0.0 0.12
O -7.388960 2.037862 -6.085592 0.0 0.0 0.0 0.00
C -8.313433 3.126362 -6.084826 0.0 0.2 -0.1 -0.04
H -7.754981 -2.244381 -5.729425 0.1 -0.1 0.0 0.08
H -7.892273 -2.749366 -4.031689 0.0 0.0 0.0 0.07
H -8.884309 -1.424035 -4.656455 0.0 0.0 0.1 0.08
H -5.845206 -1.410766 -4.335563 0.1 0.1 -0.1 0.12
H -6.970232 -0.522507 -3.319084 -0.1 0.1 0.0 0.12
H -8.366341 3.593237 -5.103971 0.0 -0.1 0.0 0.09
H -9.301211 2.783368 -6.388820 0.0 0.0 0.1 0.10
H -7.942471 3.845638 -6.809316 0.1 -0.1 0.0 0.09
C 6.059273 -1.107035 -3.235045 0.1 0.0 -0.2 -0.05
C 5.055459 -2.235395 -3.323216 0.1 0.2 0.3 -0.20
O 4.656902 -2.483676 -4.682815 -0.1 0.0 0.0 0.04
C 5.509534 -3.208357 -5.404845 -0.1 0.0 0.0 -0.61
O 6.546134 -3.680741 -5.019103 0.0 0.0 0.0 0.13
O 5.008971 -3.329447 -6.635422 0.0 0.0 0.0 0.00
C 5.845954 -4.051168 -7.541891 0.0 -0.1 -0.2 -0.04
H 5.675172 -0.214906 -3.733140 -0.1 0.0 0.1 0.08
H 6.266861 -0.868667 -2.192169 -0.1 0.0 0.0 0.08
H 6.994957 -1.379280 -3.722264 0.0 -0.1 0.0 0.08
H 4.145844 -1.963695 -2.797112 -0.1 -0.1 -0.1 0.09
H 5.438265 -3.148104 -2.869434 0.0 0.0 -0.1 0.13
H 6.124995 -5.017937 -7.129589 0.1 0.0 0.1 0.10
H 6.738231 -3.471987 -7.773810 0.1 0.0 0.1 0.10
H 5.264483 -4.196981 -8.447461 -0.1 0.1 0.0 0.09
C 11.070300 6.960861 -1.495115 -0.1 -0.1 -0.2 -0.06
C 10.210626 8.020444 -0.840689 0.3 -0.1 0.2 -0.21
O 9.246965 8.559249 -1.758666 -0.1 0.1 0.0 0.04
C 8.160055 7.815581 -1.946892 0.1 0.0 -0.1 -0.61
O 7.913621 6.766030 -1.410495 -0.1 0.0 0.1 0.12
O 7.385656 8.433063 -2.838934 0.0 0.0 0.0 0.01
C 6.195972 7.719717 -3.181912 -0.2 0.0 -0.1 -0.04
H 11.528476 7.351455 -2.404324 0.1 0.1 0.1 0.08
H 11.857274 6.637833 -0.814061 0.0 0.0 0.0 0.08
H 10.474611 6.091352 -1.770687 0.0 0.0 0.1 0.08
H 10.821191 8.867542 -0.534302 -0.1 0.1 -0.1 0.12
H 9.706940 7.635409 0.045236 -0.1 0.0 -0.1 0.12
H 5.633679 7.447582 -2.291484 0.1 -0.1 0.0 0.09
H 6.443075 6.827954 -3.755759 0.0 -0.1 0.1 0.10
H 5.601396 8.390421 -3.794990 0.1 0.1 0.0 0.09


Entry 2:
125
Properties=species:S:1:pos:R:3:forces:R:3:lowdin_charge:R:1 method="wB97M-V/def2-TZVPD" e_tot_ha=-3077.8632 total_charge=+3 de_lowest_kcal_mol=0.0 multiplicity=1 gap_ev=7.3
Hf 1.767591 -0.159612 -0.047470 0.5 -0.9 -0.6 1.61
C 2.461510 3.374628 1.709579 0.0 0.0 -0.1 -0.20
Si 1.241764 2.369555 0.677927 0.1 0.3 0.2 0.54
C -0.363419 2.499040 1.644608 0.1 0.1 -0.1 -0.31
C -0.820783 3.811368 1.813490 0.0 0.0 0.0 -0.08
C -2.026451 4.093831 2.428595 0.0 0.0 0.0 -0.03
C -2.808811 3.043649 2.881818 0.0 0.0 0.0 -0.03
C -2.370854 1.739433 2.730052 0.0 0.0 0.0 -0.08
C -1.141426 1.445552 2.127880 -0.1 -0.1 0.0 -0.39
P -0.610190 -0.298765 1.898753 0.1 0.1 0.2 1.09
C -2.216727 -1.221445 1.698981 0.1 0.0 0.0 -0.40
C -2.120251 -2.558292 0.936430 0.1 0.1 -0.1 -0.21
C -3.338040 -3.461091 1.190085 0.0 0.0 0.0 -0.17
C -4.594098 -2.605361 1.325582 0.0 0.0 0.0 -0.17
C -4.489052 -1.723560 2.583398 0.0 0.0 0.0 -0.15
C -3.025730 -1.492078 2.977263 -0.1 0.0 -0.1 -0.21
C 0.198555 -0.733899 3.534709 -0.1 0.0 -0.2 -0.41
C -0.500820 -0.380882 4.873697 0.0 0.0 0.0 -0.15
C -1.172603 -1.516326 5.653065 -0.1 0.0 0.1 -0.18
C -0.379695 -2.816475 5.627864 0.1 0.0 0.0 -0.17
C -0.049219 -3.215811 4.195368 -0.1 0.0 0.0 -0.18
C 0.822403 -2.147342 3.543844 0.1 0.0 0.0 -0.22
C 0.968213 3.292791 -0.946099 0.0 0.0 0.0 -0.31
C 1.266240 4.661063 -0.976664 0.0 0.0 0.0 -0.08
C 0.860424 5.474487 -2.022783 0.0 0.0 0.0 -0.03
C 0.121169 4.931543 -3.062947 0.0 0.0 0.0 -0.03
C -0.160902 3.575884 -3.067720 -0.1 0.0 0.0 -0.09
C 0.277002 2.742112 -2.036272 -0.1 0.0 0.0 -0.39
P -0.124782 0.952759 -2.161635 0.2 0.2 0.3 1.08
C -1.978641 0.984870 -2.181872 0.0 0.0 -0.1 -0.43
C -2.698934 -0.330083 -2.485391 0.0 0.0 0.1 -0.19
C -4.173797 -0.050766 -2.841736 0.0 0.0 0.0 -0.16
C -4.706453 1.213104 -2.154436 0.0 0.0 0.0 -0.18
C -4.068393 1.383719 -0.781192 0.0 0.0 0.0 -0.17
C -2.544778 1.590729 -0.894114 0.0 -0.1 0.1 -0.19
C 0.266513 0.602065 -3.986293 -0.1 0.0 0.0 -0.37
C 1.378311 1.489468 -4.628356 0.1 0.0 0.0 -0.19
C 2.285688 0.716147 -5.583669 0.0 0.0 0.0 -0.17
C 2.931540 -0.506397 -4.926647 0.0 0.0 -0.1 -0.16
C 1.904215 -1.350712 -4.130223 0.0 -0.1 0.0 -0.19
C 0.476172 -0.874523 -4.368757 -0.2 0.1 0.0 -0.19
H 1.988104 4.319666 1.984335 0.0 0.0 0.0 0.04
H 2.691313 2.881327 2.656828 0.0 0.0 0.0 0.04
H 3.389501 3.617662 1.192268 0.0 0.0 0.0 0.04
H -0.234913 4.638139 1.426810 0.0 0.0 0.0 0.10
H -2.359760 5.116889 2.538531 0.0 0.0 0.0 0.12
H -3.763424 3.234445 3.353625 0.0 0.0 0.0 0.12
H -3.024158 0.961571 3.078498 -0.1 -0.1 0.0 0.09
H -2.781900 -0.506599 1.090251 -0.1 -0.1 0.0 0.08
H -2.084626 -2.339243 -0.129058 0.0 0.0 0.0 0.06
H -1.196372 -3.087333 1.203284 0.0 0.0 0.0 0.10
H -3.430624 -4.175730 0.371508 0.0 0.0 0.0 0.12
H -3.196864 -4.054481 2.095815 0.0 0.0 0.0 0.12
H -4.705229 -1.986167 0.428969 0.0 0.0 0.0 0.10
H -5.485332 -3.228458 1.373064 0.0 0.0 0.0 0.12
H -4.981629 -0.761405 2.421709 0.0 0.0 0.0 0.12
H -5.002762 -2.195347 3.421967 0.0 0.0 0.0 0.13
H -2.957349 -0.710616 3.725759 0.0 0.0 0.0 0.08
H -2.626479 -2.385969 3.453997 -0.1 0.0 -0.1 0.09
H 0.988440 0.029047 3.477384 0.1 0.0 0.1 0.07
H 0.287764 0.028457 5.512104 0.0 0.0 0.0 0.13
H -1.196376 0.446495 4.725383 0.0 0.0 0.0 0.10
H -1.293821 -1.175706 6.681869 0.0 0.0 0.0 0.13
H -2.180277 -1.703133 5.286171 0.1 0.0 0.1 0.09
H 0.555535 -2.698733 6.185659 0.0 0.0 0.0 0.12
H -0.938257 -3.605448 6.130076 0.0 0.0 0.0 0.13
H 0.476212 -4.171881 4.168554 0.0 0.0 0.0 0.12
H -0.969157 -3.355835 3.619843 0.1 0.0 0.0 0.09
H 1.751943 -2.105322 4.127504 0.0 0.0 0.0 0.12
H 1.094242 -2.462002 2.527172 0.0 0.0 0.0 0.07
H 1.805408 5.113526 -0.153803 0.0 0.0 0.0 0.10
H 1.100839 6.529079 -2.015945 0.0 0.0 0.0 0.12
H -0.225535 5.557076 -3.874380 0.0 0.0 0.0 0.13
H -0.729577 3.176040 -3.897219 0.0 0.0 0.0 0.11
H -2.175581 1.669755 -3.015000 0.0 0.0 0.0 0.11
H -2.235264 -0.894008 -3.294687 0.1 0.0 -0.1 0.10
H -2.656388 -0.953786 -1.587243 0.0 0.0 0.0 0.09
H -4.277751 0.039509 -3.923778 0.0 0.0 0.0 0.12
H -4.773260 -0.914189 -2.548337 0.0 0.0 0.0 0.12
H -4.490932 2.095888 -2.762316 0.0 0.0 0.0 0.12
H -5.791342 1.164670 -2.074436 0.0 0.0 0.0 0.12
H -4.508463 2.224786 -0.246247 0.0 0.0 0.0 0.12
H -4.282031 0.495148 -0.176362 0.0 0.0 0.0 0.10
H -2.290765 2.650936 -0.833621 0.0 0.0 0.0 0.12
H -2.052665 1.113195 -0.044626 0.0 0.1 -0.1 0.05
H -0.684004 0.905104 -4.433797 0.0 0.0 0.0 0.11
H 0.913113 2.309401 -5.171369 0.0 0.0 0.0 0.12
H 1.981866 2.004955 -3.877317 0.1 -0.1 0.1 0.10
H 1.713190 0.397757 -6.455750 0.0 0.0 0.0 0.13
H 3.053474 1.388168 -5.967290 0.0 0.0 0.0 0.13
H 3.389463 -1.124600 -5.697285 0.0 0.0 0.0 0.13
H 3.773795 -0.198875 -4.290021 0.0 0.0 0.0 0.11
H 2.000614 -2.403759 -4.399293 0.0 0.0 0.0 0.13
H 2.110207 -1.333951 -3.049201 -0.1 -0.2 -0.1 0.07
H 0.250171 -0.968431 -5.432312 0.0 0.0 0.0 0.14
H -0.244814 -1.521640 -3.871167 0.0 0.1 -0.1 0.07
C -0.054313 -2.634987 -1.628165 0.1 -0.1 0.0 -0.05
O 1.122540 -2.264089 -0.852644 -0.2 0.1 0.2 -0.36
C 1.883475 -3.479805 -0.635901 0.1 0.0 0.0 -0.11
C 3.293700 -3.161302 -0.154549 -0.1 0.0 0.0 -0.12
O 3.573349 -1.779545 -0.429136 -0.1 0.1 0.0 -0.27
C 4.995162 -1.519275 -0.310879 0.1 0.1 0.0 -0.11
C 5.232106 -0.068996 -0.653325 -0.1 -0.2 0.0 -0.15
O 4.300537 0.719594 0.106233 0.0 0.1 -0.1 -0.31
C 4.962819 1.301538 1.250750 0.0 -0.1 0.1 -0.04
H -0.588408 -3.429378 -1.111342 0.0 0.0 0.0 0.11
H 0.283700 -2.985664 -2.603502 0.0 0.0 0.1 0.10
H -0.675156 -1.754007 -1.726094 0.0 0.0 0.1 0.04
H 1.914082 -4.013284 -1.586025 0.0 0.0 0.0 0.15
H 1.345074 -4.093393 0.088617 0.0 0.0 0.0 0.15
H 4.013792 -3.778072 -0.693087 0.0 0.0 0.0 0.15
H 3.425087 -3.362074 0.915120 0.0 0.0 0.0 0.14
H 5.526401 -2.184391 -0.994143 0.0 0.0 0.0 0.16
H 5.311481 -1.750421 0.712221 0.0 0.0 0.0 0.14
H 5.092638 0.110584 -1.717190 -0.1 0.0 0.1 0.13
H 6.254809 0.211943 -0.402265 0.0 0.0 0.0 0.15
H 5.643365 2.085408 0.919301 0.0 0.0 0.0 0.12
H 5.526577 0.537222 1.790223 0.0 0.0 0.0 0.11
H 4.206690 1.728754 1.894375 0.0 0.0 0.0 0.05
O 2.735986 -0.643865 1.899038 0.1 0.0 -0.1 -0.13
H 3.295803 -1.420726 2.035213 0.0 0.1 0.1 0.10
H 2.586537 -0.223674 2.760334 -0.2 -0.1 0.0 0.10
O 2.776629 0.552658 -1.911266 0.0 0.1 0.1 -0.17
H 2.657569 0.211792 -2.816835 0.0 0.2 0.0 0.04
H 3.127995 1.457030 -1.950864 -0.1 0.0 0.0 0.12


Question: Look up the multiplicity of the first one.
Answer: 1